Formula: C34H32InNO16P
Source: OMol25
Level of theory: wB97M-V/def2-TZVPD

## Properties
orbital gap	5.333	eV
LUMO	-0.27	eV
multiplicity	1
M	856.4	g mol⁻¹
total charge	-1

Positions of all 85 atoms, in Å:
O 0.22099 -6.06067 3.78447
N 0.80727 -5.33692 3.03419
O 1.06951 -5.87600 1.84459
In 0.90062 -4.31947 0.40619
C 1.12022 -5.04259 -1.66280
C 0.34672 -6.32294 -2.00619
C -1.10069 -6.38675 -1.49057
C -1.32723 -7.69382 -0.79447
O -2.71800 -7.94341 -0.62665
P -1.36129 -3.17432 0.82160
O -2.05736 -2.94559 -0.46788
O -2.28417 -4.08736 1.80066
O -1.20436 -1.75685 1.63210
H 2.20556 -3.14834 0.75530
H 0.85530 -4.24528 -2.34391
H 2.17125 -5.25367 -1.80214
H 0.89895 -7.15116 -1.57961
H 0.33670 -6.44518 -3.08307
H -1.37179 -5.54279 -0.87126
H -1.77152 -6.36844 -2.34049
H -0.89367 -8.46869 -1.42767
H -0.78920 -7.72983 0.14903
H -2.80332 -8.71722 -0.05198
H -3.22306 -3.91143 1.60712
H -1.85551 -1.13902 1.25487
C 1.59887 0.13219 -2.46845
C 1.74167 -1.17866 -2.64011
C 2.59395 -1.71481 -3.73409
O 2.73561 -2.90283 -3.91475
C 3.27624 -0.72978 -4.61446
C 3.12442 0.57754 -4.43863
C 2.26974 1.10795 -3.35232
O 2.13310 2.30864 -3.19552
H 0.98225 0.54439 -1.67964
H 1.23668 -1.88545 -1.99338
H 3.89423 -1.14089 -5.40262
H 3.61041 1.31060 -5.07070
C 4.51185 5.83640 0.01427
C 3.69682 6.64483 0.68498
C 2.22463 6.56012 0.51806
O 1.48206 7.30451 1.12980
C 1.69675 5.54431 -0.42047
C 2.50853 4.73288 -1.09574
C 3.98327 4.81604 -0.92901
O 4.73278 4.08525 -1.53661
H 5.58855 5.88122 0.11879
H 4.06219 7.39708 1.37358
H 0.61998 5.50299 -0.52473
H 2.13987 3.98510 -1.78853
C -3.05985 1.43926 -6.24286
C -2.12283 0.62155 -5.77091
C -0.75340 1.11266 -5.48143
O 0.10301 0.37056 -5.05292
C -0.46662 2.54729 -5.73097
C -1.40471 3.36330 -6.20330
C -2.77491 2.87351 -6.49636
O -3.62975 3.61876 -6.92589
H -4.06544 1.10402 -6.46180
H -2.30863 -0.42713 -5.57613
H 0.53856 2.88243 -5.50533
H -1.21898 4.41257 -6.39393
C -7.29352 -3.62158 5.14807
C -6.96589 -3.73437 3.86439
C -5.68932 -3.18116 3.34724
O -5.38931 -3.28008 2.17832
C -4.79016 -2.50360 4.31430
C -5.11976 -2.39198 5.59832
C -6.39630 -2.94126 6.11591
O -6.69966 -2.84122 7.28626
H -8.21901 -4.01596 5.54797
H -7.60368 -4.22718 3.14179
H -3.86091 -2.11578 3.91478
H -4.47924 -1.90307 6.32075
C 2.52947 6.00721 4.65684
C 2.71612 7.18568 4.06574
C 3.62378 8.20133 4.65476
O 3.80107 9.27516 4.11874
C 4.31328 7.85706 5.92373
C 4.12404 6.68041 6.51330
C 3.21720 5.66126 5.92559
O 3.04820 4.59034 6.46549
H 1.87238 5.25045 4.24642
H 2.22187 7.45619 3.13948
H 4.97106 8.61313 6.33370
H 4.61547 6.40838 7.43875

---

Formula: C35H37N3O4
Source: OMol25
Level of theory: wB97M-V/def2-TZVPD

## Properties
orbital gap	5.840	eV
LUMO	-1.25	eV
ΔE to the lowest compared entry with this formula, charge and spin	0.0000	eV
multiplicity	1
M	563.7	g mol⁻¹
total charge	0

Positions of all 79 atoms, in Å:
C -2.21861 -3.86557 2.18437
N -2.25660 -2.46600 1.83020
C -2.79542 -2.04546 0.64591
O -3.24550 -2.78511 -0.22773
C -2.67606 -0.51904 0.61671
C -4.00497 0.17980 0.25498
C -4.45968 -0.17199 -1.12050
C -3.81893 0.10044 -2.32551
N -4.48481 -0.55076 -3.34550
C -5.58592 -1.22246 -2.83200
C -6.46861 -2.09105 -3.45753
C -7.43047 -2.72764 -2.66075
C -7.47108 -2.50616 -1.27393
C -6.55678 -1.65203 -0.64440
C -5.60975 -0.99452 -1.42702
N -2.15252 -0.21840 1.94831
C -1.78364 1.01881 2.30850
C -1.38862 1.37051 3.59499
C -0.67930 2.52721 3.86319
C -0.54343 3.06592 5.19607
C -0.51428 4.46741 5.37971
C -0.53743 5.02413 6.64470
C -0.51730 4.18817 7.77423
C -0.49559 2.79430 7.61316
C -0.49197 2.23105 6.34020
C -1.98632 -1.41437 2.79709
C -3.03808 -1.44773 3.92007
C -0.58130 -1.58092 3.38702
H -2.55141 -4.45721 1.32905
H -1.19529 -4.15900 2.44426
H -2.86577 -4.06242 3.04922
H -1.91957 -0.25555 -0.14976
H -4.77761 -0.13879 0.97692
H -3.85854 1.27180 0.35054
H -2.92524 0.69267 -2.49379
H -4.20326 -0.53593 -4.32131
H -6.39152 -2.25211 -4.52954
H -8.15238 -3.40747 -3.10959
H -8.22643 -3.00917 -0.66904
H -6.54552 -1.47440 0.43134
H -1.80393 1.77729 1.51971
H -1.65676 0.73471 4.44731
H -0.43143 3.17885 3.02706
H -0.47888 5.08878 4.48177
H -0.55562 6.11246 6.74760
H -0.52465 4.62761 8.77563
H -0.47956 2.14207 8.49276
H -0.43161 1.14548 6.20741
H -4.04456 -1.54754 3.49044
H -2.83859 -2.31045 4.56739
H -3.00453 -0.53884 4.52447
H 0.16336 -1.62182 2.58121
H -0.33225 -0.75304 4.05507
H -0.54933 -2.51462 3.96324
C 1.98232 1.20422 -1.88288
C 1.10045 1.70995 -0.77736
O 1.83144 1.68797 0.47012
C 1.23228 2.48746 1.40617
C 1.77142 2.26799 2.74262
C 2.22132 3.41145 3.44064
C 3.38396 3.25313 4.40423
C 4.61292 2.78830 3.93078
C 5.76543 2.88445 4.72220
C 5.67862 3.41754 6.01356
C 4.43075 3.80730 6.52091
C 3.29347 3.73629 5.71738
O 1.74673 4.55399 3.28943
O 0.31544 3.25789 1.09144
H 1.37429 1.09071 -2.78394
H 2.76853 1.93696 -2.09551
H 2.44531 0.24274 -1.64301
H 0.76675 2.72947 -1.00544
H 0.20853 1.07853 -0.64124
H 2.20442 1.28614 2.94118
H 4.66410 2.35529 2.93073
H 6.72232 2.55401 4.31274
H 6.58123 3.53376 6.61852
H 4.34021 4.18850 7.53952
H 2.32184 4.04346 6.10532

---

Formula: C2H9N3O
Source: OMol25
Level of theory: wB97M-V/def2-TZVPD

## Properties
orbital gap	9.887	eV
LUMO	0.90	eV
ΔE to the lowest compared entry with this formula, charge and spin	0.9726	eV
multiplicity	1
M	91.1	g mol⁻¹
total charge	0

Positions of all 15 atoms, in Å:
N 3.55114 1.40775 -0.74172
C 3.83423 2.41232 0.14185
O 3.02837 3.17234 0.59464
H 4.32205 1.00678 -1.24822
H 2.72977 1.35350 -1.33789
H 4.91342 2.45515 0.34094
N -1.64758 -2.07256 0.84959
C -2.06134 -0.90021 0.10088
N -3.47915 -0.81506 -0.28761
H -2.00315 -2.88355 0.35383
H -1.99098 -2.08255 1.78943
H -1.61771 -0.97877 -0.90021
H -1.68095 0.02722 0.52432
H -4.13009 -0.34639 0.30204
H -3.76803 -1.75596 -0.48187

---

Formula: H3N3O3
Source: OMol25
Level of theory: wB97M-V/def2-TZVPD

## Properties
orbital gap (alpha / beta)	10.595 / 5.832	eV
LUMO (alpha / beta)	0.65 / -1.57	eV
ΔE to the lowest compared entry with this formula, charge and spin	5.5041	eV
multiplicity	1
M	93.0	g mol⁻¹
total charge	0

Positions of all 9 atoms, in Å:
N -0.86007 1.03007 -0.14371
N 0.25808 0.77767 0.50427
N 0.71216 -1.47489 -0.89428
O 0.30993 -0.97104 -1.94758
O 1.24081 -2.53781 -0.69175
O 0.01383 0.59987 1.88681
H -1.85618 1.12766 0.04540
H -0.59370 1.33116 -1.09156
H 0.77513 0.11731 2.33240

---

Formula: C33H57N3O5RhSi
Source: OMol25
Level of theory: wB97M-V/def2-TZVPD

## Properties
orbital gap (alpha / beta)	8.084 / 5.760	eV
LUMO (alpha / beta)	-2.39 / -4.76	eV
ΔE to the lowest compared entry with this formula, charge and spin	2.6283	eV
multiplicity	5
M	706.8	g mol⁻¹
total charge	+1

Positions of all 100 atoms, in Å:
O 1.94969 -2.86267 -2.07123
O 0.85807 -0.78412 -3.38740
C 3.22018 -2.73973 -1.44380
C 3.25488 -2.97502 0.05367
H 3.52019 -1.70068 -1.67595
H 3.92446 -3.42062 -1.95147
H 2.49048 -2.40356 0.59639
H 4.22975 -2.64432 0.42009
H 3.18354 -4.03816 0.31830
C 0.92753 -3.70841 -1.53402
C 0.48206 -4.77105 -2.52427
H 0.10299 -3.00990 -1.29679
H 1.24972 -4.18783 -0.59626
H 0.52572 -4.40482 -3.55657
H -0.54177 -5.10044 -2.30311
H 1.12154 -5.66722 -2.44698
C -0.45797 -0.43592 -3.86040
C 1.87332 -0.92582 -4.40286
C -1.47136 -1.00728 -2.90658
H -0.58765 -0.83759 -4.87578
H -0.52692 0.66243 -3.92542
H -1.41210 -2.09951 -2.89649
H -2.48184 -0.71561 -3.20717
H -1.31126 -0.66510 -1.88460
C 1.80922 -2.25923 -5.08625
H 2.81985 -0.78212 -3.88389
H 1.74874 -0.11816 -5.13008
H 1.77325 -3.07118 -4.35752
H 2.70522 -2.39358 -5.69727
H 0.93672 -2.33176 -5.74489
H 1.04911 -0.58381 -2.00287
N -0.56881 -0.25965 2.90209
C -1.61038 0.11810 3.68130
C -2.19629 1.36848 3.54808
C -2.29399 2.23917 2.43696
C -1.99893 -0.87172 4.72145
H -1.17788 -1.09379 5.42881
H -2.31344 -1.82752 4.27458
H -2.84131 -0.45142 5.28583
C -3.09599 3.48091 2.69742
H -3.54616 3.89992 1.79391
H -2.46851 4.24696 3.17013
H -3.90980 3.26376 3.39423
N -1.73374 2.06345 1.24289
C -0.11862 -1.63115 2.83469
C 1.10298 -2.02877 3.40224
C 1.98501 -1.05290 4.11476
C 1.49713 -3.36033 3.24281
H 2.47399 -3.67125 3.62585
C 0.68248 -4.28308 2.59892
H 1.00628 -5.32390 2.50855
C -0.53731 -3.88243 2.06123
H -1.16875 -4.59154 1.52261
C -0.96696 -2.56267 2.20019
C -2.28047 -2.14591 1.62381
C -2.12679 2.84213 0.12848
C -1.59639 4.14779 -0.08102
C -0.84550 4.87905 0.99054
C -1.81820 4.80561 -1.29428
H -1.34199 5.77842 -1.44968
C -2.62201 4.21806 -2.27520
H -2.75570 4.71140 -3.23874
C -3.24255 2.99174 -2.02899
H -3.89688 2.52389 -2.77218
C -3.06253 2.33034 -0.81821
C -3.86279 1.10086 -0.50156
Rh 0.30963 1.06215 0.56424
H 2.96088 -1.51020 4.32554
H 1.56429 -0.70617 5.07040
H 2.13021 -0.17280 3.47259
H -2.30661 -1.05901 1.48652
H -3.13580 -2.43657 2.25458
H -2.42393 -2.61627 0.64094
H 0.00720 5.42136 0.55896
H -0.46549 4.22508 1.78570
H -1.48313 5.64298 1.47062
H -4.51580 1.24274 0.37225
H -3.21930 0.23528 -0.30409
H -4.51298 0.84960 -1.34676
H -2.73077 1.70881 4.44293
C 1.00056 -0.00132 -0.85790
Si 1.90609 1.68583 -1.03765
H -0.12965 0.14111 -0.88110
H 1.32925 -0.78134 -0.17997
C 3.68560 1.38701 -1.62350
C 2.01207 2.86004 0.46963
C 1.01890 2.60664 -2.42684
H 1.17886 3.69305 -2.32764
H -0.06904 2.43737 -2.40720
H 1.39527 2.30109 -3.41801
H 4.31268 1.00012 -0.81065
H 4.15760 2.31923 -1.97178
H 3.75119 0.67843 -2.46011
H 1.70867 2.44360 1.44976
H 1.43622 3.77268 0.27913
H 3.07515 3.10104 0.61313
O 0.99685 3.36262 3.46984
N 0.31444 2.54949 4.12226
O 0.79628 1.82811 5.00279
O 0.23009 0.73905 2.49031

---

Formula: C33H55BN7O5Sm
Source: OMol25
Level of theory: wB97M-V/def2-TZVPD

## Properties
orbital gap (alpha / beta)	9.280 / 9.281	eV
LUMO (alpha / beta)	0.46 / 0.46	eV
multiplicity	6
M	791.0	g mol⁻¹
total charge	0

Positions of all 102 atoms, in Å:
Sm -0.00301 0.15518 0.49318
O 0.06902 -2.57287 0.23913
C 0.58579 -3.38625 1.30315
C 0.24530 -2.72868 2.62956
N 0.63937 -1.31343 2.67300
C 0.08443 -0.64710 3.86504
C -0.21830 0.83972 3.55835
O -0.01960 1.67852 4.41449
O -0.68090 1.02989 2.36860
C 2.11135 -1.16877 2.65904
C 2.68155 -1.34015 1.22868
O 3.59636 -2.11962 1.02798
O 2.07528 -0.62029 0.35060
H 0.57718 -2.77496 -0.55428
H 1.66250 -3.50846 1.20383
H 0.12303 -4.37629 1.26639
H 0.71909 -3.30380 3.43592
H -0.83600 -2.77540 2.77381
H 0.75076 -0.71644 4.72710
H -0.86863 -1.10709 4.13548
H 2.59054 -1.87239 3.34632
H 2.36009 -0.15250 2.97264
C -3.22233 -2.85647 0.84907
C -3.23713 -1.44296 1.44944
C -4.33979 -1.32095 2.49837
C -3.40710 -0.43328 0.35344
C -4.57879 -0.04953 -0.28948
C -4.19390 0.84643 -1.28062
C -5.20748 1.38829 -2.26518
C -5.67850 0.23121 -3.16289
C -4.83115 2.57812 -3.14333
N -2.85837 0.99848 -1.18482
N -2.37045 0.19929 -0.19965
B -1.83778 1.88751 -1.94238
N -0.82777 0.98849 -2.68520
N -0.04232 0.08197 -2.04058
C 0.70813 -0.51138 -2.97305
C 0.40934 0.01925 -4.22994
C -0.56886 0.97178 -4.00854
C -1.22434 1.82674 -5.05457
C -0.16832 2.62035 -5.83086
C -2.05577 0.95263 -6.00015
C 1.70772 -1.58913 -2.66952
C 1.22050 -2.93484 -3.22160
C 3.07882 -1.23116 -3.24604
N -1.06955 2.82900 -0.97079
N 0.07197 2.45351 -0.32130
C 0.60276 3.56142 0.20332
C -0.19865 4.66212 -0.10510
C -1.24892 4.16204 -0.84849
C -2.43153 4.91292 -1.38098
C -2.10159 6.39232 -1.58165
C -3.62838 4.73929 -0.43790
C 1.90019 3.63177 0.95692
C 2.97347 4.27015 0.06578
C 2.36941 2.27612 1.46557
H -3.14130 -3.61074 1.63588
H -4.14846 -3.03602 0.30014
H -2.38813 -2.96829 0.16157
H -2.27046 -1.24026 1.92871
H -5.30510 -1.59970 2.07323
H -4.13578 -1.98379 3.34058
H -4.41036 -0.29922 2.87338
H -5.58567 -0.36457 -0.07198
H -6.05940 1.69291 -1.65026
H -4.83927 -0.16134 -3.74097
H -6.09996 -0.58382 -2.57644
H -6.44210 0.58514 -3.85810
H -4.09223 2.29012 -3.89173
H -5.72180 2.92767 -3.66760
H -4.44254 3.40375 -2.55178
H -2.41291 2.55519 -2.72309
H 0.84407 -0.25811 -5.17612
H -1.89136 2.53971 -4.57321
H 0.50017 1.94834 -6.37083
H -0.64987 3.28300 -6.55152
H 0.43341 3.22354 -5.14968
H -1.40959 0.26556 -6.54893
H -2.78383 0.36102 -5.44195
H -2.59388 1.57032 -6.72134
H 1.82712 -1.64366 -1.58864
H 1.12881 -2.88302 -4.30808
H 1.93067 -3.72826 -2.98010
H 0.23943 -3.20127 -2.81902
H 3.03039 -1.12209 -4.33100
H 3.44238 -0.29804 -2.81522
H 3.80038 -2.01520 -3.01119
H -0.02269 5.68378 0.18622
H -2.69894 4.49768 -2.35412
H -1.90945 6.88468 -0.62724
H -1.22019 6.50523 -2.21406
H -2.93875 6.90021 -2.06176
H -3.40856 5.17372 0.53871
H -4.50702 5.24051 -0.84926
H -3.85935 3.68223 -0.29148
H 1.72841 4.28015 1.82003
H 3.12915 3.65695 -0.82429
H 2.67675 5.26828 -0.25680
H 3.91712 4.34234 0.60870
H 2.54320 1.59306 0.63525
H 3.30732 2.38618 2.01030
H 1.62299 1.87632 2.15296

---

Formula: C6H10OS
Source: OMol25
Level of theory: wB97M-V/def2-TZVPD

## Properties
orbital gap	9.700	eV
LUMO	0.74	eV
ΔE to the lowest compared entry with this formula, charge and spin	1.4659	eV
multiplicity	1
M	130.2	g mol⁻¹
total charge	0

Positions of all 18 atoms, in Å:
C -2.48794 0.44618 0.09862
C -1.47750 -0.51695 -0.47670
C -0.14650 -0.39992 -0.35913
C 0.84281 -1.49789 -0.78733
O 2.10089 -1.05176 -0.35927
C 1.93247 -0.08638 0.70946
C 0.63488 0.66401 0.37753
S 1.00675 2.01351 -0.75132
H -2.66902 0.26245 1.15144
H -1.98104 1.44142 0.03826
H -3.45051 0.46991 -0.39363
H -1.84599 -1.46696 -0.83455
H 0.92676 -1.64283 -1.90839
H 0.60230 -2.48669 -0.39861
H 2.76727 0.59913 0.88421
H 1.76098 -0.73122 1.59445
H 0.11603 1.07391 1.23313
H 1.36736 2.91006 0.18183

---

Formula: C7H12O6
Source: OMol25
Level of theory: wB97M-V/def2-TZVPD

## Properties
orbital gap	10.784	eV
LUMO	0.78	eV
ΔE to the lowest compared entry with this formula, charge and spin	7.6976	eV
multiplicity	1
M	192.2	g mol⁻¹
total charge	0

Positions of all 25 atoms, in Å:
O 0.90140 -2.34650 2.87552
C 0.29034 -1.17448 2.35456
C 0.19946 -1.22626 0.66442
O -0.27333 -2.55877 0.40876
C -0.73736 -0.15168 0.24760
O -1.04194 -0.07314 -0.97080
C 0.19245 -0.01643 -1.68053
C 0.26929 -0.42817 -3.08861
O 0.73960 -1.43011 -1.98928
O -0.26753 1.08503 0.78664
C -0.99109 2.12032 0.21171
C 0.10172 3.20973 0.31932
O -0.32527 2.80769 -0.93534
H 0.74817 -3.20346 2.26503
H -0.74255 -1.06857 2.78910
H 1.22863 -0.34567 2.44089
H 1.10066 -1.13180 0.03232
H -0.02571 -2.47904 -0.55214
H -1.69973 -0.12412 0.94661
H 0.93778 0.49930 -1.34312
H -0.52436 -0.96168 -3.46664
H 1.06216 -0.02948 -3.82273
H -2.04584 2.12018 0.38474
H -0.20959 4.18410 0.44262
H 1.11266 2.72300 0.67934

---

Formula: C7H12P2
Source: OMol25
Level of theory: wB97M-V/def2-TZVPD

## Properties
orbital gap (alpha / beta)	6.230 / 5.858	eV
LUMO (alpha / beta)	-1.21 / -1.42	eV
ΔE to the lowest compared entry with this formula, charge and spin	3.0503	eV
multiplicity	1
M	158.1	g mol⁻¹
total charge	0

Positions of all 21 atoms, in Å:
C -1.24688 0.18117 2.80376
C -0.58630 0.60466 1.59872
C -2.38212 -0.46393 3.27147
C -0.81655 0.55051 0.25750
C 1.58682 -0.94621 -0.83133
C 0.13344 1.12437 -0.74307
C 0.75051 0.04115 -1.63482
P -3.83952 -1.35813 2.98618
P -2.37290 -0.23221 -0.30025
H -0.63833 0.50794 3.64523
H 0.34986 1.09901 1.85425
H -2.37475 -0.44722 4.37380
H 0.98130 -1.41272 -0.05684
H 2.42138 -0.43967 -0.35138
H 1.98284 -1.72577 -1.47785
H -0.40550 1.83632 -1.37529
H 0.92653 1.66783 -0.22400
H -0.05142 -0.49568 -2.14921
H 1.37065 0.51802 -2.39615
H -1.80218 -1.43550 -0.72947
H -2.34330 0.28757 -1.59678